1.
The following is a DFT calculation (ωB97M-V with the def2-TZVPD basis set) of a 11-piece molecular cluster, C48H128N10O14 overall.

Last column: Löwdin charge in e.
Cartesian coordinates (Å):
C -3.6073 0.2360 6.3552  -0.109
O -2.2643 0.4242 6.8127  -0.201
C -1.6517 -0.7820 7.4330  -0.148
C -0.2203 -0.5032 7.9577  -0.480
C -0.3514 0.1289 9.3103  -0.068
N 0.5619 0.2881 7.0855  0.056
H -4.3264 -0.1819 7.0598  0.081
H -3.6081 -0.4183 5.4834  0.068
H -4.0171 1.2132 6.1000  0.070
H -2.2540 -1.2764 8.1951  0.123
H -1.6316 -1.5193 6.6305  0.085
H 0.1974 -1.5021 8.0838  0.115
H 0.5014 0.7678 9.5399  0.078
H -0.4520 -0.6499 10.0662  0.082
H -1.1667 0.8455 9.4097  0.082
H 0.5555 0.0866 6.0959  0.073
H -0.0650 1.0777 7.1457  0.069
C -6.5830 5.4313 4.1530  -0.169
O -6.5031 4.3044 3.3893  -0.166
C -5.4159 3.4673 3.8323  -0.180
C -5.1174 2.3940 2.8042  -0.437
C -6.2544 1.4973 2.2684  -0.034
N -4.0234 1.5184 3.1771  0.066
H -5.6711 5.9700 4.4106  0.090
H -7.2236 5.2931 5.0240  0.086
H -7.1976 6.1348 3.5914  0.086
H -4.4930 4.0399 3.9246  0.111
H -5.7192 3.0614 4.7973  0.126
H -4.8190 3.0961 2.0257  0.107
H -5.8212 0.7678 1.5841  0.053
H -6.9384 2.1693 1.7500  0.082
H -6.7898 0.9771 3.0627  0.083
H -3.1855 2.0003 3.4699  0.060
H -3.7212 1.0145 2.3555  0.048
C 7.6800 -1.5003 -6.9539  -0.128
O 6.5575 -1.6336 -6.1361  -0.181
C 6.8418 -1.2192 -4.7990  -0.182
C 5.5531 -0.6374 -4.1885  -0.417
C 5.6366 0.2615 -2.9325  -0.044
N 4.5127 -1.5940 -3.9898  0.059
H 7.5685 -2.2940 -7.6926  0.086
H 8.5746 -1.8120 -6.4148  0.088
H 7.7998 -0.5833 -7.5310  0.091
H 7.4192 -1.9879 -4.2854  0.112
H 7.5600 -0.3995 -4.8155  0.118
H 5.2747 0.1083 -4.9331  0.132
H 6.4067 1.0329 -2.9430  0.077
H 5.8843 -0.3583 -2.0707  0.067
H 4.7489 0.7974 -2.5966  0.053
H 3.6876 -1.0218 -3.8809  0.047
H 4.4040 -2.0424 -4.8883  0.094
C 2.2844 5.2377 2.7831  -0.115
O 1.3650 4.1733 2.8337  -0.203
C 0.4495 4.2218 1.7116  -0.187
C -0.9246 3.6375 2.1163  -0.378
C -2.0154 3.7135 0.9269  -0.039
N -1.4922 4.3343 3.2907  0.040
H 1.7617 6.1891 2.6849  0.085
H 3.0083 5.0699 1.9857  0.078
H 2.6442 5.2349 3.8120  0.094
H 0.2113 5.2119 1.3231  0.120
H 0.8902 3.6630 0.8860  0.099
H -0.8639 2.5934 2.4236  0.112
H -2.3576 4.7304 0.7349  0.070
H -2.9463 3.2291 1.2217  0.033
H -1.7479 3.2248 -0.0100  0.063
H -0.6642 4.4539 3.8565  0.058
H -1.7608 5.2869 3.0895  0.068
C 1.2645 -4.0328 7.0578  -0.134
O 0.0940 -4.0443 6.2508  -0.169
C 0.4487 -3.9528 4.8425  -0.209
C -0.7735 -3.9190 3.9569  -0.417
C -0.5292 -4.3807 2.4824  -0.038
N -1.1728 -2.5534 4.0032  0.054
H 2.1146 -4.6863 6.8622  0.083
H 1.0129 -4.3110 8.0813  0.087
H 1.7257 -3.0458 7.0931  0.076
H 1.1557 -3.1527 4.6229  0.128
H 0.9371 -4.8860 4.5621  0.117
H -1.4788 -4.6165 4.4087  0.148
H 0.0937 -3.7286 1.8702  0.070
H -1.4888 -4.2289 1.9882  0.054
H -0.2597 -5.4321 2.3829  0.079
H -0.4519 -1.9732 3.5986  0.074
H -1.1419 -2.2386 4.9624  0.043
C 8.9700 -3.7061 -0.9168  -0.113
O 7.9409 -4.5523 -1.4782  -0.205
C 6.7485 -3.7429 -1.9889  -0.139
C 5.4786 -3.9484 -1.1822  -0.459
C 5.4733 -5.3001 -0.4899  -0.076
N 4.2895 -3.8604 -2.0364  0.037
H 9.6162 -4.2848 -0.2568  0.085
H 8.5743 -2.8039 -0.4505  0.074
H 9.5275 -3.1940 -1.7011  0.072
H 6.9253 -2.6852 -2.1843  0.091
H 6.5743 -4.0824 -3.0099  0.114
H 5.3730 -3.2822 -0.3259  0.129
H 4.5203 -5.5020 -0.0008  0.076
H 6.3407 -5.4582 0.1510  0.076
H 5.5003 -6.0388 -1.2910  0.078
H 4.3816 -2.9939 -2.5471  0.006
H 4.3952 -4.5697 -2.7475  0.065
C -4.0641 -2.2841 2.5875  -0.073
O -5.2079 -3.1804 2.2728  -0.192
C -5.4705 -3.2052 0.8352  -0.174
C -6.1955 -1.9460 0.4082  -0.482
C -7.2672 -1.5488 1.4462  -0.076
N -6.9433 -2.0033 -0.8008  0.044
H -3.1545 -2.4966 2.0257  0.050
H -3.7644 -2.3260 3.6347  0.063
H -4.2430 -1.2353 2.3509  0.054
H -4.5604 -3.4329 0.2802  0.103
H -6.1364 -4.0263 0.5698  0.122
H -5.5410 -1.0750 0.3737  0.116
H -6.7569 -1.4109 2.3995  0.061
H -7.8461 -2.4488 1.6533  0.083
H -7.9066 -0.6869 1.2552  0.082
H -7.6982 -2.5934 -0.4814  0.066
H -6.3185 -2.4931 -1.4250  0.026
C 4.4920 0.2756 2.0094  -0.086
O 4.2915 1.1038 0.8585  -0.184
C 4.7043 2.3673 1.1844  -0.282
C 4.5757 3.1354 -0.1574  -0.166
N 3.1531 3.0422 -0.7150  -0.020
C 3.1480 3.5818 -2.0645  -0.213
C 2.1497 2.7662 -2.9695  -0.170
O 2.4936 1.3716 -2.9530  -0.206
C 1.6385 0.5337 -3.6531  -0.105
H 3.7887 -0.5399 1.8409  0.083
H 4.2881 0.7638 2.9624  0.088
H 5.4901 -0.1261 2.1840  0.086
H 5.7331 2.4016 1.5429  0.129
H 4.0078 2.8557 1.8659  0.109
H 5.3828 2.5880 -0.6443  0.102
H 4.9756 4.1224 0.0748  0.114
H 2.8655 2.0830 -0.8464  0.076
H 4.1721 3.5835 -2.4377  0.103
H 2.8599 4.6324 -2.0268  0.111
H 2.4542 3.2631 -3.8906  0.103
H 1.1408 3.0982 -2.7248  0.120
H 0.6505 0.7447 -3.2439  0.093
H 1.9623 -0.5070 -3.6388  0.076
H 1.5958 0.7647 -4.7175  0.091
C -2.2817 2.9605 -4.6738  -0.051
O -0.8248 3.2563 -4.7452  -0.229
C -0.3964 4.2054 -5.7720  -0.213
C -0.6874 5.5897 -5.1980  -0.195
N -0.4956 6.6054 -6.2366  -0.084
C 0.7669 6.8001 -6.9222  -0.191
C 1.8778 7.1542 -5.8276  -0.091
O 3.2993 6.7609 -6.2693  -0.216
C 3.4017 5.3824 -6.6940  -0.128
H -2.8039 3.7916 -4.1999  0.073
H -2.4556 1.9878 -4.2138  0.081
H -2.6454 2.8829 -5.6984  0.080
H -0.7475 4.1243 -6.8007  0.119
H 0.6607 4.0445 -5.9836  0.092
H -0.0327 5.6413 -4.3280  0.109
H -1.7376 5.5498 -4.9089  0.112
H -1.3554 6.7310 -6.7514  0.110
H 0.8733 7.5687 -7.6877  0.117
H 0.9495 5.9073 -7.5204  0.086
H 1.8419 6.5396 -4.9281  0.092
H 1.8502 8.1998 -5.5210  0.115
H 3.0477 5.2891 -7.7207  0.078
H 2.8542 4.6146 -6.1473  0.052
H 4.4051 4.9997 -6.5073  0.084
C -0.9954 -3.6323 -1.5005  -0.085
O -2.1218 -2.8140 -1.8950  -0.201
C -2.6547 -3.0695 -3.2692  -0.171
C -4.1383 -2.7188 -3.4557  -0.191
N -4.8844 -3.5247 -2.5070  -0.063
C -5.4318 -4.7583 -3.1423  -0.174
C -4.7812 -6.0122 -2.5560  -0.253
O -5.0114 -6.0247 -1.1715  -0.191
C -4.3730 -7.1669 -0.5381  -0.063
H -0.9112 -3.7851 -0.4246  0.063
H -0.1173 -3.0452 -1.7696  0.074
H -0.8577 -4.5765 -2.0273  0.081
H -2.5963 -4.0921 -3.6417  0.102
H -1.9596 -2.5422 -3.9226  0.112
H -4.5625 -2.8087 -4.4557  0.118
H -4.2456 -1.6649 -3.1991  0.109
H -4.3324 -3.9585 -1.7809  0.069
H -5.2985 -4.7279 -4.2237  0.108
H -6.5182 -4.8312 -3.0928  0.113
H -3.7410 -6.0956 -2.8709  0.116
H -5.2779 -6.8328 -3.0738  0.118
H -3.2900 -7.0459 -0.5592  0.086
H -4.7760 -8.0882 -0.9587  0.088
H -4.6079 -7.1723 0.5263  0.086
C -1.2422 0.0342 0.3361  -0.037
C 0.3173 0.0719 0.7100  -0.259
O 0.9651 -0.9585 -0.0533  -0.096
H -1.3995 0.2395 -0.7228  0.067
H -1.7276 0.8292 0.9021  0.032
H -1.7078 -0.9218 0.5760  0.057
H 0.4452 -0.0795 1.7818  0.092
H 0.7524 1.0460 0.4865  0.089
H 1.9218 -0.8784 -0.0504  0.066

Computed properties:
- energy (Ha) = -3505.9842
- molar mass (g mol⁻¹) = 1069.61
- SMILES string = COC[C@H](C)N.COC[C@H](C)N.COC[C@H](C)N.COC[C@H](C)N.COC[C@H](C)N.COC[C@H](C)N.COC[C@H](C)N.COCCNCCOC.COCCNCCOC.COCCNCCOC.CCO


2.
The following is a DFT calculation (ωB97M-V with the def2-TZVPD basis set) of a 3-piece molecular cluster, C2H5IN2OS overall.

Last column: Löwdin charge in e.
Cartesian coordinates (Å):
H 0.5014 -0.1214 1.5534  0.004
N 0.6444 0.5190 0.8381  0.021
C 1.7882 0.7214 0.3403  -0.673
S 2.0015 2.0022 -0.8342  0.721
H 2.7832 0.3835 0.6246  0.059
H 0.7960 2.6274 -0.9218  -0.119
N -0.5972 -2.8186 -1.2112  0.165
C 0.0985 -2.6155 -0.2316  -0.390
O 0.5840 -2.4272 0.8254  0.120
H -0.4317 -3.5607 -1.9206  0.106
I -3.6057 0.2278 -0.2202  0.378
H -2.8776 0.5492 1.1282  -0.390

Computed properties:
- energy (Ha) = -959.8012
- molar mass (g mol⁻¹) = 232.05
- SMILES string = [H]/N=C/S.N=C=O.I


3.
The following is a DFT calculation (ωB97M-V with the def2-TZVPD basis set) of the molecule C6H8O2.

Last column: Löwdin charge in e.
Cartesian coordinates (Å):
C 1.6330 -2.1898 -0.0357  0.113
C 1.0964 -1.0285 0.1754  -0.179
C 1.4700 0.4107 0.4454  -0.340
O 2.4818 0.9969 0.4454  0.161
C -0.0074 0.8536 0.5202  -0.163
C -0.4360 2.0524 -0.3194  -0.032
C -0.3238 -0.6065 -0.0110  -0.266
O -1.4246 -1.2730 0.6553  -0.020
H 1.0869 -2.9941 -0.4615  0.072
H 2.6919 -2.2091 0.0907  0.075
H -0.1774 1.0823 1.5268  0.135
H -0.0577 1.8615 -1.2621  0.056
H -0.0372 3.0080 -0.0020  0.084
H -1.4944 2.1692 -0.3619  0.074
H -0.4368 -0.7665 -1.0503  0.142
H -1.3270 -2.2283 0.5018  0.089

Computed properties:
- energy (Ha) = -383.8206
- molar mass (g mol⁻¹) = 112.13
- SMILES string = C=C1C(=O)[C@@H](C)[C@@H]1O


So what do the calculations give for max |F|? Going down the list: 0.0627; 0.0468; 0.0502 hartree/bohr.
So what do the calculations give for energy relative to the best compared isomer or geometry (same formula, charge and spin)? Going down the list: 0.0; 6.4; 235.1 kJ/mol.
So what do the calculations give for highest occupied orbital energy? Going down the list: -8.239; -9.344; -9.616 eV.